# 1
59
Properties=species:S:1:pos:R:3 method="wB97M-V/def2-TZVPD" lumo_ev=-1.549 e_homo_ev=-5.47 e_above_lowest_ev=3.9237 orbital_gap_ev=3.925 charge=0
C 4.390 1.617 1.097
C 2.917 1.473 1.023
C 1.922 2.379 1.449
C 0.693 2.194 0.839
C 0.592 0.940 0.006
B 0.088 -2.128 4.237
C 0.362 1.062 -1.459
C 0.915 0.102 -2.282
C 0.428 -0.026 -3.568
C 0.956 -1.168 -4.396
F 0.028 -1.646 -5.285
F 2.079 -0.813 -5.110
F 1.283 -2.227 -3.564
C -0.531 0.869 -4.056
C -1.099 1.800 -3.197
C -2.233 2.710 -3.571
F -3.095 2.872 -2.505
F -1.763 3.947 -3.933
F -2.995 2.227 -4.592
C -0.621 1.937 -1.901
O 1.344 -2.728 4.146
C 2.274 -1.574 4.279
C 1.435 -0.443 4.883
O 0.068 -0.964 5.023
S 2.234 0.105 0.322
H 4.752 2.636 1.258
H 4.842 1.009 1.896
H 4.816 1.272 0.147
H 2.143 3.170 2.181
H -0.252 2.695 1.090
H 1.636 -0.620 -1.892
H -0.824 0.834 -5.088
H -1.081 2.653 -1.209
H 3.081 -1.869 4.990
H 2.643 -1.274 3.252
H 1.810 -0.192 5.878
H 1.442 0.476 4.247
Cl -3.700 -2.087 -4.000
C -2.850 -1.666 -2.575
C -1.736 -2.411 -2.171
C -1.155 -2.164 -0.919
C -1.430 -0.943 -0.278
C -0.328 -0.230 0.704
C -1.098 0.492 1.888
C -1.721 -0.632 2.701
C -0.685 -1.768 2.707
C 0.109 -1.446 1.498
C -2.651 -0.317 -0.583
C -3.284 -0.578 -1.812
H -1.332 -3.162 -2.843
H -0.519 -2.949 -0.489
H -0.349 1.090 2.428
H -1.834 1.207 1.511
H -2.049 -0.375 3.703
H -2.565 -0.927 2.063
H -1.166 -2.775 2.792
H 0.876 -2.130 1.139
H -3.148 0.389 0.093
H -4.067 0.076 -2.191

=====

# 2
13
Properties=species:S:1:pos:R:3 method="wB97M-V/def2-TZVPD" lumo_ev=-5.535 e_homo_ev=-14.20 e_above_lowest_ev=4.2587 smiles="C=[NH+]CC#CC=O" orbital_gap_ev=8.667 charge=+1
C 1.256 -1.356 0.259
N 1.742 -0.200 -0.012
C 0.949 1.005 -0.276
C -0.416 0.908 0.097
C -1.604 0.733 0.257
C -2.830 0.056 0.175
O -2.703 -1.125 0.233
H 1.928 -2.101 0.534
H 0.142 -1.433 0.155
H 2.779 -0.141 -0.405
H 1.205 1.103 -1.300
H 1.347 1.959 0.189
H -3.794 0.592 0.095

=====

# 3
14
Properties=species:S:1:pos:R:3 method="wB97M-V/def2-TZVPD" lumo_ev=-0.524 e_homo_ev=-8.71 e_above_lowest_ev=0.0000 orbital_gap_ev=8.184 charge=0
C -0.985 -0.626 0.112
C -0.363 0.107 -0.978
C -0.625 -0.408 1.427
C 0.307 1.259 -0.775
C 0.697 1.726 0.632
C 0.427 0.508 1.672
Br 0.743 2.471 -2.204
Br -0.059 1.326 3.399
I 2.340 -0.521 1.968
H -1.668 -1.526 -0.030
H -0.551 -0.154 -2.035
H -1.098 -0.953 2.205
H 1.711 2.048 0.593
H -0.042 2.399 0.801

=====

# 4
22
Properties=species:S:1:pos:R:3 method="wB97M-V/def2-TZVPD" multiplicity=3 lumo_ev="-2.950 / -6.513" e_homo_ev="-9.76 / -14.01" e_above_lowest_ev=0.0000 orbital_gap_ev="6.805 / 7.495" charge=+1
B -1.207 -0.237 -1.267
C -1.752 -0.588 1.312
C -0.984 0.301 1.948
C -1.232 -1.220 0.062
C 0.299 0.671 1.376
C 0.828 -0.121 0.425
C 2.576 1.141 -0.673
N 0.217 -1.466 0.245
O -1.883 0.904 -1.376
O -0.422 -0.690 -2.251
O 1.916 -0.082 -0.355
Cl 1.005 2.165 1.875
H -2.746 -0.835 1.644
H -1.300 0.802 2.847
H -1.749 -2.156 -0.151
H 3.225 0.897 -1.510
H 3.174 1.494 0.166
H 1.855 1.903 -0.969
H 0.431 -2.100 1.026
H 0.612 -1.844 -0.629
H -2.445 1.244 -0.678
H -0.418 -0.182 -3.065

=====

# 5
35
Properties=species:S:1:pos:R:3 method="wB97M-V/def2-TZVPD" lumo_ev=-3.462 e_homo_ev=-13.40 orbital_gap_ev=9.941 charge=+1
C 2.307 0.860 -0.232
C 2.509 0.258 -1.622
Cl 2.928 1.512 -2.814
C 1.238 -0.433 -2.131
Cl 1.422 -1.183 -3.714
S 0.679 -1.634 -0.853
C -1.193 -1.486 -0.920
N -1.847 -1.489 -2.159
C 1.076 -3.271 -1.473
C 2.597 -3.459 -1.387
O 3.203 -3.162 -0.405
H 2.627 0.162 0.540
H 1.262 1.130 -0.050
H 2.892 1.772 -0.144
H 3.322 -0.468 -1.613
H 0.430 0.298 -2.188
H -1.345 -0.560 -0.361
H -1.519 -2.325 -0.304
H -1.992 -2.400 -2.570
H -1.537 -0.820 -2.849
H 0.593 -3.950 -0.765
H 0.698 -3.420 -2.481
H 3.086 -3.871 -2.285
C -2.161 0.561 4.236
O -2.446 1.919 3.888
C -1.956 2.322 2.723
O -1.311 1.644 1.955
O -2.289 3.592 2.544
C -1.823 4.183 1.326
H -2.626 0.406 5.204
H -2.588 -0.119 3.501
H -1.086 0.403 4.306
H -2.236 3.659 0.466
H -0.735 4.163 1.285
H -2.178 5.208 1.346

=====

# 6
6
Properties=species:S:1:pos:R:3 method="wB97M-V/def2-TZVPD" multiplicity=3 lumo_ev="-0.346 / -4.760" e_homo_ev="-10.42 / -12.23" e_above_lowest_ev=3.0111 orbital_gap_ev="10.079 / 7.473" charge=0
C -1.178 1.242 -0.215
C 2.028 -0.801 -0.172
N -0.891 2.338 -0.056
N 3.023 -1.127 0.246
O -1.639 -1.233 0.696
S -1.343 -0.420 -0.499

=====

Electronic energy in Eh, matching the order above: -2636.69568, -323.71347, -5677.29410, -999.85903, -2027.74531, -658.92892